1.
The following is a quantum chemistry calculation of a molecular structure, C10H11NPbS in a non-equilibrium geometry, from OMol25.

Computed properties:
Frontier orbital gap   7.368 eV
Energy above the lowest of the compared OMol25 structures with the same formula, charge and spin   0.000 eV
E_tot   -28119.0767 eV
Net charge   0

Last column: Mulliken charge in e.
Element x y z (Å)
Pb 0.455 2.061 0.924  0.61
C 1.545 2.377 -1.055  -1.36
H 1.054 3.155 -1.643  0.38
H 2.598 2.648 -0.909  0.39
H 1.420 1.401 -1.551  0.27
H 2.943 1.937 -3.412  0.00
H 2.444 1.415 -3.674  0.01
S -3.059 -0.870 -0.275  -0.21
C -3.531 0.648 -0.908  -0.43
C -2.563 1.638 -0.686  -0.32
C -1.472 1.160 0.061  -0.60
C -1.561 -0.188 0.309  0.21
C -0.556 -1.013 0.916  0.96
C -0.716 -2.364 1.269  -0.81
C 0.377 -3.085 1.723  -0.28
C 1.623 -2.443 1.804  -0.70
C 1.715 -1.077 1.530  -0.13
N 0.640 -0.377 1.124  -0.27
H -4.477 0.754 -1.425  0.43
H -2.622 2.657 -1.052  0.39
H -1.705 -2.801 1.198  0.32
H 0.271 -4.132 2.016  0.41
H 2.524 -2.982 2.087  0.36
H 2.654 -0.520 1.632  0.38

=====

2.
The following is a quantum chemistry calculation of C2H3N5O in the gas phase in a non-equilibrium geometry, from OMol25.

Computed properties:
Frontier orbital gap   8.111 eV
Energy above the lowest of the compared OMol25 structures with the same formula, charge and spin   5.763 eV
E_tot   -11615.0669 eV
Net charge   0

Last column: Mulliken charge in e.
Element x y z (Å)
O 2.645 0.299 -0.036  -0.33
N 1.817 -0.892 0.220  -0.42
C 0.551 -0.435 -0.010  0.50
N 0.211 0.943 -0.218  -0.45
C -1.065 1.192 0.084  -0.03
N -2.221 0.178 0.055  -0.29
N -1.716 -0.994 0.006  -0.49
N -0.489 -1.248 -0.108  0.45
H 2.014 0.952 -0.055  0.44
H -1.538 2.141 0.351  0.38
H -0.208 -2.135 -0.289  0.24

=====

3.
The following is a quantum chemistry calculation of a molecular structure, C14H14CrFN in a non-equilibrium geometry, from OMol25.

Computed properties:
Frontier orbital gap (alpha / beta)   6.228 / 7.028 eV
Energy above the lowest of the compared OMol25 structures with the same formula, charge and spin   0.000 eV
Expectation value of S²   3.80
E_tot   -47372.1846 eV
2S+1   4
Net charge   -1

Last column: Mulliken charge in e.
Element x y z (Å)
C -0.139 -1.530 -2.498  -0.47
C -1.444 -1.483 -1.894  -0.43
C -1.343 -2.042 -0.572  -0.52
C 0.023 -2.436 -0.359  -0.48
C 0.774 -2.112 -1.542  -0.37
Cr -0.057 -0.277 -0.739  -0.48
C -1.075 1.471 -1.352  -0.84
C 0.194 1.923 -1.938  0.47
C 0.535 2.891 -2.811  -0.96
N 1.280 0.851 -1.333  -0.37
H -2.175 -2.215 0.114  0.46
H -2.364 -1.146 -2.376  0.47
H 0.411 -2.955 0.520  0.45
H 1.828 -2.340 -1.713  0.41
H 0.105 -1.252 -3.526  0.42
H -1.902 1.351 -2.060  0.31
H 2.208 0.963 -1.755  0.12
H -1.372 2.011 -0.442  0.25
H -0.257 3.517 -3.238  0.28
H 1.578 3.065 -3.096  0.23
F 0.589 0.132 5.443  -0.36
C 0.426 0.161 4.079  0.43
C 1.556 0.049 3.272  -0.62
C 1.368 0.047 1.875  -0.13
C 0.091 0.116 1.345  -0.01
C -1.021 0.265 2.162  -0.06
C -0.862 0.288 3.563  -0.62
H 2.548 -0.039 3.707  0.38
H 2.230 -0.020 1.209  0.27
H -2.017 0.355 1.726  0.37
H -1.717 0.390 4.229  0.38

=====

4.
The following is a quantum chemistry calculation of CH3N3O2 in the gas phase in a non-equilibrium geometry, from OMol25.

Computed properties:
Frontier orbital gap (alpha / beta)   8.925 / 8.924 eV
Energy above the lowest of the compared OMol25 structures with the same formula, charge and spin   4.815 eV
E_tot   -9646.6158 eV
Net charge   0

Last column: Mulliken charge in e.
Element x y z (Å)
H 0.161 -0.242 -2.646  0.32
N 0.257 0.432 -1.881  -0.58
N 0.070 -0.031 -0.782  0.68
O -0.313 -1.691 -0.664  -0.64
C 0.130 0.707 0.482  0.49
N -0.168 -0.129 1.462  -0.27
O 0.406 1.868 0.466  -0.49
H -0.358 -1.087 1.142  0.30
H -0.184 0.172 2.421  0.21

=====

5.
The following is a quantum chemistry calculation of C4H6N4 in the gas phase in a non-equilibrium geometry, from OMol25.

Computed properties:
Frontier orbital gap   9.248 eV
Energy above the lowest of the compared OMol25 structures with the same formula, charge and spin   5.643 eV
E_tot   -10200.2966 eV
Net charge   0

Last column: Mulliken charge in e.
Element x y z (Å)
C -0.837 -1.284 0.040  -0.24
N -1.679 -0.129 -0.245  -0.48
C -0.830 1.171 -0.188  -0.41
C 0.644 0.615 -0.002  0.34
N 2.010 0.802 -0.069  0.15
N 2.621 -0.310 -0.066  -0.82
N 1.805 -1.223 -0.240  -0.21
C 0.620 -0.747 -0.027  0.01
H -1.002 -1.732 1.117  0.18
H -1.029 -2.225 -0.858  0.21
H -2.647 0.001 0.539  0.28
H -0.960 1.544 0.762  0.29
H -1.043 1.636 -1.118  0.32
H 2.325 1.882 0.357  0.38

=====

6.
The following is a quantum chemistry calculation of C2H3NO in the gas phase in a non-equilibrium geometry, from OMol25.

Computed properties:
Frontier orbital gap   10.467 eV
Energy above the lowest of the compared OMol25 structures with the same formula, charge and spin   4.369 eV
E_tot   -5655.5358 eV
Net charge   0

Last column: Mulliken charge in e.
Element x y z (Å)
C -1.824 -0.029 -0.169  -0.14
C -0.770 0.414 0.104  -0.03
O 0.465 0.821 0.367  -0.33
N 1.235 -0.302 -0.132  -0.45
H -2.772 -0.392 -0.122  0.42
H 1.749 -0.751 0.642  0.25
H 1.917 0.239 -0.689  0.27

=====

7.
The following is a quantum chemistry calculation of a molecular structure, C6H11ClF3IrMnO2 in a non-equilibrium geometry, from OMol25.

Computed properties:
Frontier orbital gap (alpha / beta)   4.766 / 5.458 eV
Expectation value of S²   20.03
E_tot   -65324.5481 eV
2S+1   9
Net charge   -1

Last column: Mulliken charge in e.
Element x y z (Å)
Mn 0.342 1.138 -1.717  0.22
Cl -0.489 2.755 -2.983  -0.67
C -0.397 -0.589 -2.179  -0.96
C 2.282 0.824 -1.999  -1.17
H 0.423 -1.312 -2.197  0.18
H -1.227 -0.865 -1.509  0.22
H -0.780 -0.326 -3.177  0.29
H 2.413 -0.263 -1.978  0.15
H 2.917 1.368 -1.285  0.37
H 2.415 1.221 -3.014  0.23
Ir 0.433 -0.248 1.034  0.87
C 0.899 1.596 0.545  -1.26
C 1.833 -1.241 1.690  -0.83
H 1.866 1.593 1.078  0.41
H 1.114 2.147 -0.435  0.51
H 0.205 2.231 1.131  0.50
H 2.740 -0.760 2.122  0.30
H 1.858 -2.347 1.564  0.31
F -4.240 -0.436 1.605  -0.24
C -3.243 -1.116 2.223  0.76
F -3.176 -0.706 3.519  -0.25
F -3.518 -2.435 2.197  -0.24
C -1.932 -0.835 1.439  0.61
O -1.631 0.363 1.161  -0.68
O -1.105 -1.756 1.167  -0.65

=====

8.
The following is a quantum chemistry calculation of a gas-phase ion, C7H9N (charge -1) in a non-equilibrium geometry, from OMol25.

Computed properties:
Frontier orbital gap (alpha / beta)   3.438 / 6.590 eV
Energy above the lowest of the compared OMol25 structures with the same formula, charge and spin   0.949 eV
Expectation value of S²   0.77
E_tot   -8892.4415 eV
2S+1   2
Net charge   -1

Last column: Mulliken charge in e.
Element x y z (Å)
C 0.787 -0.773 -1.745  -0.72
C 0.579 0.590 -2.085  -0.72
N -0.209 1.166 -1.103  0.01
C -0.242 0.283 -0.020  0.11
C 0.254 -0.923 -0.433  0.71
C 0.310 -2.175 0.388  -1.23
C -0.702 1.947 1.882  -1.16
C -0.568 0.756 1.309  -0.32
H 1.163 -1.543 -2.359  0.46
H 0.806 1.154 -2.975  0.38
H -0.591 2.048 -1.176  0.18
H -0.678 -2.589 0.417  0.27
H 0.975 -3.022 0.170  0.31
H 0.306 -1.973 1.528  0.23
H -0.506 2.906 1.310  0.20
H -1.104 2.203 2.812  0.25
H -0.581 -0.056 2.080  0.03

=====

9.
The following is a quantum chemistry calculation of 5 unconnected molecules or ions with the total composition C2H14N2O4 in a non-equilibrium geometry, from OMol25.

Computed properties:
Frontier orbital gap   3.388 eV
Energy above the lowest of the compared OMol25 structures with the same formula, charge and spin   7.471 eV
E_tot   -13464.3941 eV
Net charge   0

Last column: Mulliken charge in e.
Element x y z (Å)
C -0.969 -1.523 -0.773  -0.55
N -1.817 0.824 0.898  -0.42
C -2.506 0.136 -0.281  -0.47
N -2.344 -1.272 -0.334  -0.11
H -0.896 -2.442 -1.379  0.33
H -0.554 -0.668 -1.339  0.27
H -0.231 -1.627 0.065  0.33
H -1.345 0.009 1.256  0.23
H -2.374 1.250 1.611  0.22
H -3.578 0.308 -0.277  0.34
H 1.838 -0.228 1.484  0.42
H 3.519 -1.530 0.785  0.18
O 2.693 -1.057 0.554  -0.86
H 2.492 -0.361 -0.806  0.39
H 2.290 -0.108 -2.434  0.26
O 1.939 0.144 -1.569  -0.74
H 1.124 1.155 1.243  0.36
H 0.981 1.398 -0.798  0.43
O 1.095 0.359 1.807  -0.74
H -0.432 1.622 0.036  0.38
H -1.996 0.599 -1.077  0.48
O 0.417 2.063 -0.291  -0.76

=====

10.
The following is a quantum chemistry calculation of C5H8S3 in the gas phase in a non-equilibrium geometry, from OMol25.

Computed properties:
Frontier orbital gap   9.238 eV
Energy above the lowest of the compared OMol25 structures with the same formula, charge and spin   4.247 eV
E_tot   -37815.9210 eV
Net charge   0

Last column: Mulliken charge in e.
Element x y z (Å)
C 2.076 -0.700 0.977  -0.59
S 2.358 -0.834 -0.800  -0.07
C 0.640 -0.203 -1.009  -0.23
S 0.165 1.713 -0.407  -0.08
C -1.548 1.341 0.188  -0.58
C -1.775 0.010 -0.579  -0.37
S -1.928 -1.833 -0.261  -0.15
C -0.529 -0.646 -0.175  -0.07
H 2.973 -0.400 1.814  0.32
H 1.276 0.223 1.088  0.08
H 1.453 -1.551 1.268  0.30
H 0.558 -0.119 -2.174  0.31
H -2.261 2.073 -0.269  0.34
H -1.601 1.214 1.217  0.38
H -1.756 0.198 -1.716  0.24
H -0.102 -0.487 0.838  0.18

=====

11.
The following is a quantum chemistry calculation of a molecular structure, C52H45N7O4P2STi in a non-equilibrium geometry, from OMol25.

Computed properties:
Frontier orbital gap (alpha / beta)   5.061 / 5.055 eV
Energy above the lowest of the compared OMol25 structures with the same formula, charge and spin   3.103 eV
Expectation value of S²   0.76
E_tot   -125795.6001 eV
2S+1   2
Net charge   +1

Last column: Mulliken charge in e.
Element x y z (Å)
Ti -21.787 -13.297 -6.049  0.33
C -24.895 -14.151 -6.206  -1.19
O -23.729 -13.401 -6.670  -0.01
C -23.959 -12.213 -7.386  0.37
C -25.155 -11.553 -7.398  -0.43
C -25.299 -10.337 -8.061  -0.81
C -24.127 -9.806 -8.654  -0.79
C -22.920 -10.459 -8.669  -0.59
C -22.818 -11.713 -8.027  0.50
N -21.627 -12.504 -7.956  0.56
N -20.675 -12.228 -8.830  -0.70
C -19.472 -12.760 -8.574  -0.29
C -19.117 -13.400 -7.380  0.68
O -19.907 -13.164 -6.303  -0.37
C -17.965 -14.210 -7.280  -0.66
C -17.142 -14.423 -8.369  -0.68
C -17.487 -13.840 -9.596  0.55
C -16.621 -14.022 -10.722  -0.89
C -16.921 -13.434 -11.922  -0.59
C -18.014 -12.561 -12.034  -0.64
C -18.886 -12.387 -10.971  -0.59
C -18.556 -12.929 -9.714  1.03
H -25.227 -13.882 -5.195  0.32
H -24.612 -15.218 -6.241  0.25
H -25.693 -14.007 -6.903  0.63
H -25.921 -11.858 -6.658  0.39
H -26.260 -9.823 -8.179  0.44
H -24.346 -8.906 -9.195  0.44
H -22.044 -10.150 -9.191  0.61
H -17.790 -14.698 -6.307  0.47
H -16.271 -15.086 -8.280  0.41
H -15.660 -14.551 -10.629  0.35
H -16.341 -13.826 -12.783  0.34
H -18.095 -11.951 -12.869  0.49
H -19.795 -11.795 -11.127  0.38
C -17.392 -8.283 -2.818  -0.85
N -17.554 -9.003 -4.039  0.27
P -16.507 -10.364 -4.348  0.05
C -14.858 -9.538 -4.314  0.63
C -13.654 -10.216 -3.991  -0.84
C -12.423 -9.575 -3.970  -0.51
C -12.363 -8.229 -4.364  -0.48
C -13.500 -7.558 -4.761  -0.81
C -14.749 -8.209 -4.784  -0.13
C -16.344 -11.292 -2.765  0.75
C -15.506 -11.012 -1.662  -0.47
C -15.545 -11.740 -0.492  -0.69
C -16.440 -12.830 -0.375  -0.64
C -17.274 -13.099 -1.411  -0.13
C -17.162 -12.422 -2.648  -0.93
P -18.786 -8.774 -5.269  1.03
C -19.965 -7.603 -4.619  0.35
C -21.260 -7.990 -4.208  -0.85
C -22.119 -6.995 -3.621  -0.31
C -21.793 -5.669 -3.543  -0.83
C -20.491 -5.352 -3.926  -0.47
C -19.545 -6.243 -4.396  -0.44
C -17.993 -7.962 -6.701  0.82
C -16.962 -8.706 -7.303  -0.49
C -16.459 -8.427 -8.577  -0.97
C -17.126 -7.454 -9.343  -0.57
C -18.216 -6.791 -8.829  -0.68
C -18.660 -6.994 -7.509  -0.55
H -16.985 -8.923 -2.020  0.27
H -18.383 -7.898 -2.478  0.32
H -16.734 -7.401 -2.994  0.21
H -13.687 -11.240 -3.686  0.47
H -11.588 -10.168 -3.610  0.41
H -11.445 -7.644 -4.268  0.34
H -13.438 -6.474 -5.015  0.35
H -15.693 -7.727 -5.048  0.25
H -14.942 -10.121 -1.673  0.60
H -14.936 -11.464 0.364  0.41
H -16.463 -13.421 0.529  0.42
H -18.107 -13.906 -1.292  0.15
H -17.782 -12.791 -3.467  0.44
H -21.589 -8.967 -4.548  0.50
H -23.034 -7.482 -3.230  0.41
H -22.469 -4.855 -3.303  0.40
H -20.147 -4.348 -3.880  0.41
H -18.523 -5.960 -4.638  0.46
H -16.565 -9.472 -6.666  0.43
H -15.643 -8.989 -9.019  0.46
H -16.878 -7.291 -10.385  0.37
H -18.695 -6.005 -9.365  0.48
H -19.509 -6.374 -7.088  0.22
N -20.227 -11.250 1.949  -0.55
C -21.024 -11.402 0.819  0.67
C -20.997 -10.578 -0.327  -0.53
C -21.540 -11.013 -1.475  -0.80
C -22.431 -12.121 -1.460  0.00
C -22.596 -12.848 -0.297  0.01
C -22.009 -12.386 0.853  -0.88
S -23.268 -12.298 -2.984  1.13
O -23.588 -11.003 -3.562  -0.61
O -24.317 -13.283 -2.799  -0.73
N -22.043 -12.927 -3.978  0.86
C -21.805 -14.309 -3.862  0.12
N -21.946 -15.032 -5.046  0.28
C -21.446 -16.292 -5.191  -0.30
C -20.723 -16.839 -4.103  -0.89
C -20.741 -16.042 -2.870  -0.27
N -21.331 -14.847 -2.768  -0.34
H -19.456 -10.596 1.735  0.26
H -20.019 -12.095 2.487  0.25
H -20.396 -9.634 -0.328  0.30
H -21.472 -10.405 -2.346  0.31
H -23.176 -13.769 -0.382  0.45
H -22.289 -12.801 1.837  0.39
H -21.702 -16.746 -6.134  0.57
H -20.186 -17.768 -4.103  0.48
H -20.302 -16.460 -1.966  0.48

=====

12.
The following is a quantum chemistry calculation of C4H9NO2 in the gas phase in a non-equilibrium geometry, from OMol25.

Computed properties:
Frontier orbital gap   10.368 eV
Energy above the lowest of the compared OMol25 structures with the same formula, charge and spin   0.810 eV
E_tot   -9879.2508 eV
Net charge   0

Last column: Mulliken charge in e.
Element x y z (Å)
C 0.936 0.697 1.727  -1.51
C 0.777 0.236 0.231  0.57
O 1.038 -1.162 0.199  -0.56
C -0.630 0.585 -0.262  -0.70
C -1.195 -0.030 -1.548  0.32
N -1.070 -1.382 -1.644  -0.34
O -1.815 0.644 -2.353  -0.62
H 0.123 0.334 2.381  0.43
H 0.906 1.782 1.735  0.37
H 1.883 0.410 2.227  0.45
H 1.536 0.748 -0.377  0.21
H 1.277 -1.182 1.132  0.34
H -1.332 0.303 0.532  0.26
H -0.683 1.668 -0.396  0.31
H -1.385 -1.812 -2.501  0.24
H -0.365 -1.840 -1.083  0.24